Density functional theory data (ωB97M-V/def2-TZVPD) for a gas-phase ion, C5H6NO2 (charge -1).

CARTESIAN COORDINATES (ANGSTROEM)
O1 -0.330402 1.859906 -1.467774
O2 -1.980168 0.342618 -1.631213
N1 0.317785 0.788550 1.165848
C1 -0.878346 -1.350392 0.545887
C2 -0.288646 -0.030667 0.231846
C3 0.114341 -1.288368 -0.533011
C4 -1.000268 0.894013 -1.158140
C5 1.307451 1.568684 0.859145
H1 -1.932404 -1.639247 0.552600
H2 2.096130 1.535721 0.159975
H3 1.749782 2.274429 1.661142
H4 -0.326729 -1.612797 1.460954
H5 0.984746 -1.909887 -0.225136
H6 0.166726 -1.432565 -1.622123

Forces on the atoms, in the same order (eV/Å):
0.53 0.64 0.11
-0.65 -0.37 -0.10
1.81 1.73 -0.30
-0.93 0.43 1.65
-1.21 0.52 -3.35
3.39 -1.28 -0.30
0.50 -0.99 1.53
-0.14 -0.21 3.45
0.24 0.33 -0.47
-0.01 -0.66 -2.12
-1.43 -0.84 -0.60
-0.67 -0.68 -0.11
0.03 0.82 0.20
-1.44 0.55 0.42

Computed properties:
**M**: 112.1 g mol⁻¹
**Charge**: -1
**Highest occupied orbital energy**: -3.759 eV
**SMILES**: C=NC1(C(=O)[O-])CC1
**Frontier orbital gap**: 8.00 eV
**Maximum force**: 3.635 eV Å⁻¹
**LUMO energy**: 4.25 eV
**ΔE to the lowest compared entry with this formula, charge and spin**: 114.7 kJ/mol
**Energy**: -10865.7803 eV

Here are the natural (NBO) charges for atoms 1 to 4, given in e: -0.728 -0.747 -0.418 -0.427